11 unconnected molecules or ions with the total composition C32H70O34S10 at a distorted geometry, computed with ωB97M-V/def2-TZVPD.

## Properties
Expectation value of S²: 0.768
Frontier orbital gap (alpha / beta), eV: 8.032 / 3.761
Maximum force, eV/A: 5.6
LUMO (alpha / beta), hartree: -0.1572 / -0.3142

Geometry as ORCA input:
```
! wB97M-V def2-TZVPD RIJCOSX def2/J DEFGRID3
* xyz 1 2
C -6.4770 3.2955 2.4994
C -7.5356 2.4892 1.8331
O -6.8705 1.7862 0.8634
S -5.2279 1.5616 1.1815
O -4.5053 1.7441 -0.0680
O -4.9419 0.3644 1.9743
O -5.1742 2.8999 2.0817
H -6.5086 3.2829 3.5889
H -6.6779 4.3085 2.1506
H -8.4050 3.0951 1.5780
H -7.9012 1.7304 2.5250
C -1.4350 5.2829 -1.7252
C -1.4780 6.3064 -2.7996
O -2.7064 6.2479 -3.4811
S -3.3878 4.7287 -3.4214
O -3.3738 3.9891 -4.6880
O -4.6943 4.7328 -2.7185
O -2.1544 4.2379 -2.3862
H -1.9965 5.5771 -0.8385
H -0.4585 4.9107 -1.4152
H -0.7934 5.9156 -3.5524
H -1.2207 7.3328 -2.5381
C -6.6627 0.6765 -2.3746
C -5.9575 0.8331 -3.6364
O -6.1077 -0.4189 -4.2757
S -7.6237 -0.9285 -4.0290
O -7.6904 -2.3777 -4.0585
O -8.5111 -0.2466 -4.9603
O -7.7256 -0.2549 -2.5402
H -7.0362 1.5788 -1.8903
H -6.0149 0.0914 -1.7219
H -4.9265 1.1472 -3.4740
H -6.3747 1.5170 -4.3754
C 8.5486 -0.6103 2.4455
C 9.2199 -0.4823 1.0631
O 8.2006 -0.6013 0.1818
S 6.7580 -1.2025 0.8037
O 6.3841 -2.4646 0.2386
O 5.7005 -0.2140 0.9034
O 7.4201 -1.4502 2.2701
H 8.0931 0.3447 2.7075
H 9.2412 -1.0119 3.1851
H 9.9207 -1.2907 0.8549
H 9.6623 0.4795 0.8036
O 4.0711 0.0841 -5.4050
S 4.8768 1.2500 -5.7132
O 4.4132 2.2562 -6.7036
O 5.5486 1.8969 -4.3400
C 5.4414 1.0899 -3.1558
C 6.3563 1.7156 -2.0475
C 6.4158 0.4825 -6.5055
H 5.5870 0.0347 -3.3873
H 4.3744 1.2782 -3.0369
H 6.3002 2.7990 -2.1533
H 7.4331 1.5862 -2.1566
H 6.2606 1.4839 -0.9867
H 6.3922 0.5418 -7.5936
H 6.3881 -0.5355 -6.1169
H 7.2960 1.0428 -6.1902
O 6.1569 0.6588 5.3083
S 4.9313 0.1272 5.9659
O 4.6886 0.4904 7.3978
O 3.6140 0.6676 5.1183
C 3.7465 0.8864 3.7711
C 3.9782 2.3996 3.6543
C 4.8053 -1.7537 5.8613
H 2.7887 0.6603 3.3026
H 4.6038 0.4180 3.2876
H 3.2052 3.0228 4.1040
H 4.1725 2.8300 2.6719
H 4.7837 2.6888 4.3294
H 3.8767 -2.0186 5.3558
H 4.7238 -2.1651 6.8675
H 5.7351 -2.0700 5.3884
O 4.7657 -3.7909 3.6767
S 3.8084 -4.4449 2.7658
O 4.2201 -5.5405 1.7884
O 2.6287 -5.1171 3.6646
C 2.2139 -4.5698 4.8534
C 1.0656 -5.2645 5.4705
C 2.7712 -3.1616 1.8508
H 1.8295 -3.5724 4.6403
H 3.0849 -4.5075 5.5056
H 0.3036 -5.3087 4.6924
H 0.6824 -4.8480 6.4021
H 1.1732 -6.3412 5.6018
H 2.2244 -2.5485 2.5672
H 2.1551 -3.6918 1.1245
H 3.4943 -2.5881 1.2709
O -3.1484 -2.5216 0.5910
S -4.4625 -2.6109 0.0353
O -5.1154 -1.5419 -0.7492
O -4.5976 -3.9527 -0.9272
C -5.6912 -4.0206 -1.9464
C -6.2443 -5.4643 -2.0864
C -5.6762 -3.0555 1.2513
H -5.1821 -3.6171 -2.8217
H -6.5442 -3.4154 -1.6396
H -6.8664 -5.6358 -2.9648
H -6.8125 -5.7115 -1.1897
H -5.3385 -6.0200 -2.3288
H -5.7918 -2.3457 2.0704
H -5.3272 -3.9519 1.7640
H -6.6836 -3.2827 0.9025
O -0.2150 5.7770 1.0333
S -0.5038 5.7180 2.4698
O -0.7637 7.0038 3.1582
O -1.6740 4.5626 2.8338
C -1.6959 3.3966 2.0855
C -1.7929 2.2773 3.0980
C 0.9037 4.8442 3.3429
H -0.7579 3.1579 1.5842
H -2.6038 3.4371 1.4836
H -1.5608 1.2861 2.7084
H -2.7486 2.0853 3.5858
H -1.0261 2.3943 3.8638
H 0.9510 3.8675 2.8613
H 0.5908 4.8187 4.3868
H 1.8772 5.3345 3.3537
O 1.8372 1.8885 0.8668
S 1.1098 0.6658 0.5133
O 0.8032 -0.3746 1.4504
O -0.3030 1.0403 -0.2484
C -1.2981 0.0484 -0.4686
C -1.8755 0.3937 -1.9291
C 2.1019 -0.0613 -0.9370
H -2.1390 0.0216 0.2244
H -0.9452 -0.9778 -0.5704
H -1.0769 0.3464 -2.6693
H -2.2209 1.4199 -2.0543
H -2.6390 -0.3218 -2.2345
H 1.5675 -0.9821 -1.1707
H 3.1091 -0.3105 -0.6031
H 2.0450 0.6949 -1.7200
C -0.9019 -4.8554 -3.7706
C -0.3132 -4.4362 -4.9571
C -0.7216 -3.2308 -5.5129
C -1.6500 -2.4212 -4.8440
C -2.2610 -2.8580 -3.6496
C -1.9316 -4.1074 -3.1544
H -0.6602 -5.8224 -3.3550
H 0.4304 -5.0240 -5.4747
H -0.2103 -2.8460 -6.3829
H -2.0064 -1.4922 -5.2638
H -2.9561 -2.1847 -3.1700
H -2.3727 -4.5132 -2.2559
*
```


2 unconnected molecules or ions with the total composition NO3P at a distorted geometry, computed with ωB97M-V/def2-TZVPD.

## Properties
Frontier orbital gap (alpha / beta), eV: 6.804 / 6.764
Maximum force, eV/A: 3.8
Relative energy (zero: lowest compared OMol25 entry of this formula, charge and spin), eV: 0.355
LUMO (alpha / beta), hartree: -0.0954 / -0.0959

Geometry as ORCA input:
```
! wB97M-V def2-TZVPD RIJCOSX def2/J DEFGRID3
* xyz 0 1
N -1.5047 -0.3811 -0.3123
O -1.7721 0.5086 0.3191
O 0.3670 -1.1060 0.1057
O 1.3047 1.2010 -0.1826
P 1.6052 -0.2224 0.0701
*
```


A molecular structure, C35H29F4IrN2O5PS2 at a distorted geometry, computed with ωB97M-V/def2-TZVPD.

## Properties
Expectation value of S²: 8.818
Frontier orbital gap (alpha / beta), eV: 8.162 / 5.594
Maximum force, eV/A: 3.4
Relative energy (zero: lowest compared OMol25 entry of this formula, charge and spin), eV: 0.000
LUMO (alpha / beta), hartree: 0.0204 / -0.0909

Geometry as ORCA input:
```
! wB97M-V def2-TZVPD RIJCOSX def2/J DEFGRID3
* xyz 0 6
Ir 1.4546 -2.3032 0.8938
C 1.2833 -3.2415 3.8803
N 0.6839 -2.1438 3.1363
C -0.7874 -2.0169 3.2720
C 1.3960 -0.9212 3.4865
C 1.2097 0.2580 2.5422
N 1.8744 -0.0143 1.1582
C 2.0315 0.9193 0.2645
C 2.4338 0.5672 -1.0558
F 2.7309 -0.7144 -1.3305
C 2.7051 1.5006 -1.9999
F 3.2166 1.1002 -3.1441
C 2.4521 2.8105 -1.7809
C 2.0765 3.2059 -0.4706
F 1.7096 4.4511 -0.2838
C 1.9649 2.3301 0.5008
F 1.7502 2.8047 1.7184
H 1.0281 -3.1435 4.9235
H 2.3788 -3.3462 3.7092
H 0.8466 -4.1856 3.5667
H -1.1461 -1.7208 4.2838
H -1.2770 -2.9314 3.0951
H -1.1708 -1.2584 2.6239
H 2.4895 -1.0917 3.4453
H 1.1724 -0.5573 4.4901
H 1.5710 1.1741 3.0716
H 0.1826 0.3505 2.2767
H 2.5311 3.5427 -2.5347
O -1.7738 -2.4430 -0.2583
S -1.2147 -1.1039 -0.4405
O -1.3797 -0.2481 0.7325
O 0.2171 -1.0465 -0.8504
C -2.0855 -0.3578 -1.7414
C -2.8341 -1.2095 -2.4826
C -3.5232 -0.7991 -3.6366
C -3.3179 0.5230 -3.9890
C -2.6986 1.4498 -3.1804
C -2.0474 1.0280 -1.9985
P -1.2216 2.1525 -0.8905
C -1.4644 3.7123 -1.7899
C -0.5554 4.0193 -2.8175
C -0.6972 5.1801 -3.5593
C -1.7235 6.0875 -3.2200
C -2.6631 5.7772 -2.2580
C -2.5095 4.6206 -1.5355
C -2.4191 2.4118 0.5108
C -2.0067 3.1112 1.6036
C -2.8171 3.1849 2.7572
C -4.0627 2.5546 2.7974
C -4.4321 1.8197 1.6401
C -3.6453 1.8089 0.4968
H -2.8563 -2.2869 -2.2366
H -4.0752 -1.4805 -4.2363
H -3.7442 0.8670 -4.9455
H -2.6212 2.4465 -3.5871
H 0.2484 3.3022 -2.9808
H -0.0195 5.4727 -4.2975
H -1.8127 7.0664 -3.7023
H -3.4941 6.4674 -2.1033
H -3.2918 4.3200 -0.8001
H -0.9623 3.5335 1.6338
H -2.3517 3.6313 3.6535
H -4.7257 2.4690 3.6518
H -5.3725 1.3111 1.5619
H -4.0330 1.3141 -0.3858
O 4.5858 -4.1273 2.6001
C 3.9065 -3.7745 1.6497
O 3.3475 -2.5880 1.6353
C 3.7167 -4.7946 0.5325
C 4.7919 -5.6163 0.2406
C 4.7893 -6.5011 -0.7970
C 3.6530 -6.7237 -1.4967
C 2.4709 -6.1127 -1.1359
C 2.4924 -5.1123 -0.1598
S 0.8895 -4.4612 0.2783
H 5.6890 -5.5274 0.8093
H 5.6399 -7.0748 -1.0096
H 3.6803 -7.2677 -2.4026
H 1.5425 -6.4102 -1.5981
*
```


A molecular structure, C9H13K3N2O at a distorted geometry, computed with ωB97M-V/def2-TZVPD.

## Properties
Frontier orbital gap, eV: 6.157
Maximum force, eV/A: 6.1
Relative energy (zero: lowest compared OMol25 entry of this formula, charge and spin), eV: 2.280
LUMO, hartree: -0.2623

Geometry as ORCA input:
```
! wB97M-V def2-TZVPD RIJCOSX def2/J DEFGRID3
* xyz 2 1
K 14.5344 9.9783 -10.9435
K 16.7849 10.0977 -9.2587
K 13.3816 9.8368 -7.7641
C 14.7987 12.1179 -9.0710
O 14.8913 10.7313 -8.9136
H 15.7977 12.4526 -9.3504
H 14.1086 12.2717 -9.9006
H 14.4008 12.5504 -8.1531
N 18.0070 14.3852 -9.4511
C 19.3048 14.8191 -9.3617
C 20.1566 13.7511 -9.7535
C 19.3541 12.6552 -9.9949
C 18.0574 13.0586 -9.8295
H 17.1475 14.9125 -9.3924
H 19.4382 15.8321 -9.0118
H 21.2149 13.6444 -9.9406
H 19.7160 11.7708 -10.4982
H 17.1409 12.4986 -9.9422
N 13.4049 14.0160 -13.4730
C 13.5492 13.3060 -12.2769
C 14.8498 12.7619 -12.2378
C 15.4975 13.2236 -13.3505
C 14.5983 13.8835 -14.1536
H 12.5949 14.4339 -13.9083
H 12.7654 13.3377 -11.5346
H 15.2831 12.3262 -11.3496
H 16.5601 13.0780 -13.4770
H 14.8608 14.5147 -14.9896
*
```


C4H7NO in the gas phase, computed with ωB97M-V/def2-TZVPD.

## Properties
SMILES: CC/N=C\C=O
Frontier orbital gap, eV: 9.370
Maximum force, eV/A: 0.5
Relative energy (zero: lowest compared OMol25 entry of this formula, charge and spin), eV: 1.844
LUMO, hartree: -0.0076

Geometry as ORCA input:
```
! wB97M-V def2-TZVPD RIJCOSX def2/J DEFGRID3
* xyz 0 1
C -1.4238 0.6830 1.1842
C -0.9358 -0.0031 -0.0885
N 0.1341 0.7918 -0.6694
C 1.2842 0.3180 -0.9158
C 1.8055 -1.0785 -0.7261
O 2.9606 -1.3344 -0.9782
H -2.3067 0.1732 1.5825
H -1.6820 1.7248 0.9737
H -0.6443 0.6737 1.9531
H -0.6712 -1.0472 0.1251
H -1.7464 -0.0160 -0.8267
H 2.0404 0.9903 -1.3320
H 1.1179 -1.8636 -0.3628
*
```


A molecular structure, C22H28AgF6N3OPS at a distorted geometry, computed with ωB97M-V/def2-TZVPD.

## Properties
Expectation value of S²: 0.757
Frontier orbital gap (alpha / beta), eV: 5.467 / 5.330
Maximum force, eV/A: 1.0
Relative energy (zero: lowest compared OMol25 entry of this formula, charge and spin), eV: 2.375
LUMO (alpha / beta), hartree: 0.1518 / 0.1518

Geometry as ORCA input:
```
! wB97M-V def2-TZVPD RIJCOSX def2/J DEFGRID3
* xyz -2 2
Ag -1.7338 -1.8517 -0.0027
O -2.8270 -1.3302 -1.8025
S -0.7712 -2.8031 2.2162
C -0.2876 -1.4447 3.0573
N 0.8714 -0.8090 2.6726
C 1.3613 0.3044 3.2440
C 0.7395 0.8171 4.3425
C -0.4135 0.1288 4.7398
N -0.9157 -0.9335 4.1483
H 1.2876 -1.1888 1.8340
H 2.2381 0.7341 2.7832
H 1.0830 1.7091 4.8364
H -0.9666 0.4939 5.6023
F -2.5862 -4.5177 0.0281
P -3.0243 -6.0476 0.0523
F -3.5733 -7.5827 0.0659
F -4.1608 -5.6031 -1.0053
F -4.0427 -5.8402 1.2980
F -1.9971 -6.4413 -1.1422
F -1.8277 -6.4173 1.0804
C 0.5960 4.7884 1.3048
C -0.1831 3.4949 1.3561
C -1.2124 3.3428 2.2718
C -1.9233 2.1287 2.2918
C -3.0549 1.9219 3.2700
C -1.5927 1.1203 1.4265
C -0.5278 1.2043 0.4665
C 0.1564 2.4681 0.4822
N -0.3110 0.1234 -0.2788
C 0.6208 0.1247 -1.3960
C 0.4781 -1.2438 -2.0924
C 1.3646 -1.3552 -3.3352
C 0.9697 -0.2694 -4.3394
C 1.1305 1.1037 -3.6827
C 2.5913 1.3028 -3.2650
C 3.0067 0.1990 -2.2864
C 2.8340 -1.1684 -2.9516
C 2.1235 0.2693 -1.0362
C 0.2304 1.1847 -2.4472
H 0.2248 5.5000 2.0443
H 0.5221 5.2561 0.3197
H 1.6595 4.6214 1.5030
H -1.4727 4.1481 2.9519
H -3.2040 2.8049 3.8952
H -2.8600 1.0661 3.9193
H -3.9893 1.7131 2.7453
H -2.1607 0.1938 1.4501
H 0.9633 2.6635 -0.2109
H -0.5782 -1.3793 -2.3504
H 0.7362 -2.0305 -1.3727
H 1.2228 -2.3415 -3.7862
H -0.0706 -0.4129 -4.6434
H 1.5942 -0.3373 -5.2400
H 0.8462 1.8870 -4.3949
H 2.7130 2.2849 -2.7925
H 3.2438 1.2810 -4.1464
H 4.0564 0.3405 -2.0025
H 3.1402 -1.9584 -2.2580
H 3.4765 -1.2420 -3.8380
H 2.3254 1.1979 -0.4997
H 2.3973 -0.5571 -0.3679
H -0.8135 0.9933 -2.7107
H 0.2769 2.1906 -2.0218
*
```


C19H26N4OS2 in the gas phase at a distorted geometry, computed with ωB97M-V/def2-TZVPD.

## Properties
SMILES: CCOCCCNC(=S)N1CCN(c2nc(-c3ccccc3)cs2)CC1
Frontier orbital gap, eV: 8.396
Maximum force, eV/A: 1.0
Relative energy (zero: lowest compared OMol25 entry of this formula, charge and spin), eV: 0.473
LUMO, hartree: 0.0231

Geometry as ORCA input:
```
! wB97M-V def2-TZVPD RIJCOSX def2/J DEFGRID3
* xyz 0 1
C 5.6705 -1.7431 1.8968
C 4.3771 -1.4005 1.1584
O 3.8189 -0.1656 1.5564
C 3.0877 -0.1815 2.7618
C 1.6465 -0.6731 2.5871
C 0.8690 0.2568 1.6577
N -0.4908 -0.2016 1.4948
C -1.5668 0.5988 1.6471
S -1.4256 2.2035 2.0367
N -2.8037 0.0243 1.5553
C -3.0320 -1.3877 1.3562
C -3.2221 -1.6865 -0.1564
N -3.3747 -0.4335 -0.8710
C -2.2133 0.1485 -1.2855
N -1.0866 -0.4717 -1.3664
C -0.0925 0.3223 -1.8749
C 1.2445 -0.2362 -2.0324
C 2.3561 0.5726 -2.2642
C 3.6054 0.0089 -2.4353
C 3.7678 -1.3660 -2.3744
C 2.6718 -2.1767 -2.1269
C 1.4211 -1.6177 -1.9552
C -0.4925 1.5861 -2.1897
S -2.1674 1.8151 -1.8515
C -4.3844 0.4105 -0.2695
C -3.9490 0.8164 1.1676
H 6.1067 -2.6424 1.4705
H 5.4874 -1.9162 2.9549
H 6.3772 -0.9235 1.7975
H 3.6505 -2.2155 1.2772
H 4.5824 -1.2803 0.0916
H 3.0746 0.8570 3.1035
H 3.5945 -0.7907 3.5210
H 1.6469 -1.6848 2.1739
H 1.1650 -0.7039 3.5658
H 1.3743 0.3054 0.6872
H 0.8323 1.2628 2.0807
H -0.5940 -1.0254 0.9194
H -2.2187 -1.9693 1.7891
H -3.9485 -1.6365 1.9022
H -4.1208 -2.2856 -0.3231
H -2.3633 -2.2056 -0.5800
H 2.2432 1.6450 -2.3011
H 4.4593 0.6452 -2.6151
H 4.7448 -1.8040 -2.5199
H 2.7944 -3.2490 -2.0718
H 0.5591 -2.2416 -1.7728
H 0.0734 2.3933 -2.6050
H -5.3153 -0.1613 -0.2494
H -4.5334 1.2924 -0.8930
H -3.6574 1.8667 1.2117
H -4.7644 0.6491 1.8778
*
```


C5H9NO in the gas phase, computed with ωB97M-V/def2-TZVPD.

## Properties
SMILES: CC(=O)[C@H]1CN1C
Frontier orbital gap, eV: 10.229
Maximum force, eV/A: 0.4
Relative energy (zero: lowest compared OMol25 entry of this formula, charge and spin), eV: 2.244
LUMO, hartree: 0.0337

Geometry as ORCA input:
```
! wB97M-V def2-TZVPD RIJCOSX def2/J DEFGRID3
* xyz 0 1
C -1.4949 -0.7936 0.7390
C -0.0493 -0.8894 1.1892
O 0.2090 -1.3608 2.2775
C 1.0998 -0.4491 0.3210
C 1.0155 -0.5115 -1.1735
N 1.1629 0.7467 -0.5049
C 0.1165 1.7505 -0.5526
H -1.9633 0.0608 1.2400
H -2.0125 -1.6953 1.0747
H -1.6299 -0.6782 -0.3373
H 2.0437 -0.6970 0.8024
H 1.8761 -0.8592 -1.7402
H 0.0504 -0.7653 -1.6135
H -0.9163 1.3850 -0.4907
H 0.2775 2.4584 0.2627
H 0.2149 2.2979 -1.4937
*
```


Among the records above, which one has the highest maximum force? C9H13K3N2O